{
  "formula": "CHN3O3",
  "method": "ωB97M-V/def2-TZVPD",
  "elements": ["O", "O", "O", "N", "N", "N", "C", "H"],
  "positions_angstrom": [[-0.69051, -1.21161, -0.00238], [1.50562, -0.83003, -0.36280], [0.51868, 1.90619, -0.08836], [-1.63543, 0.73576, -0.16661], [0.32993, -0.27961, 0.18500], [-1.95661, -0.47673, -0.14276], [-0.19219, 0.98581, -0.02389], [2.12050, -0.82977, 0.60181]],
  "nbo_charge": [-0.228, -0.477, -0.506, -0.237, 0.050, 0.223, 0.674, 0.502],
  "smiles": "O=c1nnon1O",
  "relative_energy_kj_mol": 198.4,
  "orbital_gap_ev": 9.51,
  "e_homo_ev": -10.4,
  "total_charge": 0,
  "lumo_energy_ev": -0.90
}